C4H8N2O | ωB97M-V with the def2-TZVPD basis set

The geometry in XYZ format:
```
15
Properties=species:S:1:pos:R:3:forces:R:3
N -1.91922 -0.27672 -0.03945 -0.126 -0.102 0.192
C -0.53218 -0.41318 0.36188 0.221 0.006 0.019
C 0.37603 -0.97032 -0.73850 -0.021 -0.029 -0.057
C 1.62067 -0.07064 -0.69460 0.149 -0.107 -0.128
O 1.31813 1.03661 0.17044 -0.164 0.149 0.056
C 0.05149 0.95514 0.63981 -0.210 0.083 0.209
N -0.58071 1.85968 1.25255 0.319 -0.103 -0.165
H -2.41346 -1.15229 0.09638 -0.014 0.124 -0.012
H -2.34447 0.42637 0.56107 -0.042 -0.071 -0.093
H -0.39596 -0.98955 1.29311 -0.038 0.054 -0.141
H -0.14646 -0.86942 -1.69416 0.090 -0.042 0.140
H 0.62943 -2.02252 -0.58005 -0.038 0.181 -0.083
H 1.86008 0.34850 -1.67572 0.046 -0.122 0.123
H 2.50619 -0.57491 -0.29637 -0.137 0.081 -0.034
H -0.02956 2.71324 1.34360 -0.033 -0.102 -0.026
```
Forces are in eV/Å.

Properties
Relative energy (zero: lowest compared OMol25 entry of this formula, charge and spin)   113.3 kJ/mol
LUMO level   0.940 eV
Spin multiplicity   1

Here are the natural (NBO) charges for atoms 1 to 2, given in e: N -0.83; C -0.13

C4H6N2O | ωB97M-V with the def2-TZVPD basis set

The geometry in XYZ format:
```
13
Properties=species:S:1:pos:R:3:forces:R:3
O 1.80829 -0.65401 -1.96275 -0.202 0.755 2.084
C 1.68390 -0.36843 -0.83515 1.333 -2.287 -2.761
N -1.29968 -0.82832 -1.01087 -0.118 -0.038 -0.028
C -1.09450 -0.28259 0.32770 -0.061 0.009 0.102
C -0.13552 0.85705 0.40298 0.159 -0.708 -0.026
C 1.08821 1.11996 1.14446 0.170 0.389 0.412
N 0.89465 1.04317 -0.33812 -0.738 1.025 -0.101
H -1.73035 -1.73857 -0.92366 0.083 -0.003 -0.116
H -0.49797 -1.08316 0.81561 -0.034 0.264 0.189
H -1.97363 -0.12194 0.97007 0.029 0.063 -0.309
H -1.80328 -0.31585 -1.72860 0.024 0.377 0.634
H 1.39711 2.09754 1.49229 -0.386 -0.024 0.195
H 1.65135 0.26829 1.56656 -0.258 0.176 -0.277
```
Forces are in eV/Å.

Properties
Relative energy (zero: lowest compared OMol25 entry of this formula, charge and spin)   463.1 kJ/mol
LUMO level (spin up / spin down)   0.144 / 0.143 eV
Spin multiplicity   1

Here are the natural (NBO) charges for atoms 1 to 2, given in e: O -0.52; C 0.45

C3H6N2OS | ωB97M-V with the def2-TZVPD basis set

The geometry in XYZ format:
```
13
Properties=species:S:1:pos:R:3:forces:R:3
C -0.08829 -0.52898 -1.95329 -1.693 1.304 -5.588
C 0.24872 -0.41210 -0.58314 1.198 0.611 4.496
C -2.52482 1.36490 -0.08557 0.016 -1.159 -1.445
H -0.84547 0.51770 -2.35977 3.215 -3.684 0.998
H 0.74043 -0.64083 -2.83256 -1.965 -0.390 2.772
H -0.92104 -1.27604 -1.85518 0.801 0.003 -1.208
H -3.26396 1.97931 -0.66500 0.153 -0.226 1.351
H -2.73442 0.75501 1.09683 0.670 2.311 -4.038
H 2.61626 -1.45005 1.76932 -1.378 1.909 -0.264
N -1.52764 1.10607 -0.92097 -3.530 -0.006 8.993
N 1.30420 -0.79576 0.03010 -0.785 0.216 -2.785
O -0.83469 0.12288 0.21996 1.991 0.938 -4.922
S 1.67726 -0.34895 1.56592 1.308 -1.828 1.640
```
Forces are in eV/Å.

Properties
Relative energy (zero: lowest compared OMol25 entry of this formula, charge and spin)   773.6 kJ/mol
LUMO level   0.258 eV
Spin multiplicity   1

Here are the natural (NBO) charges for atoms 1 to 2, given in e: C -0.73; C 0.51

C29H27BClGeN6O2Rh | ωB97M-V with the def2-TZVPD basis set

The geometry in XYZ format:
```
68
Properties=species:S:1:pos:R:3:forces:R:3
Rh 1.05705 0.46218 0.58472 1.045 0.000 0.835
C 0.01950 4.41881 2.08602 0.052 -0.120 -0.027
C 0.04363 3.50417 1.04237 -0.086 0.199 0.244
N 0.55972 2.35317 1.47581 0.102 -0.714 -0.626
N 0.86923 2.49472 2.76991 -0.010 0.438 0.503
C 0.55298 3.73229 3.16284 -0.129 0.137 -0.275
B 1.40489 1.33557 3.64995 -0.034 -0.211 -0.775
N 0.41398 0.16112 3.54123 -0.224 0.043 0.628
C -0.39296 -0.31849 4.49437 -0.176 -0.254 -0.107
C -1.07066 -1.41159 3.98505 0.051 0.043 0.007
C -0.60911 -1.53149 2.67860 -0.156 0.128 0.346
N 0.27577 -0.57108 2.43247 0.123 0.078 -1.088
N 2.74272 0.85061 3.08913 0.344 0.175 0.514
C 3.93713 0.83967 3.69725 0.334 -0.185 -0.110
C 4.83893 0.19252 2.87583 -0.074 -0.008 0.050
C 4.09900 -0.16723 1.75046 0.159 0.123 0.218
N 2.85041 0.24505 1.90415 -0.732 -0.029 -1.013
H -0.32983 5.42913 2.06598 -0.077 0.212 -0.011
H -0.30203 3.62088 0.03323 0.035 -0.055 -0.235
H 0.70991 4.06562 4.16736 0.092 -0.058 0.280
H 1.50622 1.69932 4.76483 0.040 0.141 0.354
H -0.44483 0.13956 5.46018 0.075 0.107 0.236
H -1.78782 -2.02790 4.48488 -0.122 -0.137 0.131
H -0.87569 -2.26070 1.93690 -0.015 -0.003 -0.183
H 4.07918 1.28502 4.66099 -0.067 0.069 0.214
H 5.87361 -0.00718 3.06391 0.179 0.010 0.053
H 4.40887 -0.68962 0.86600 -0.040 0.013 -0.165
Cl 2.99861 1.52230 -4.04771 0.133 0.124 -0.203
C 3.52329 0.03450 -3.22689 -0.313 -0.212 0.362
C 2.48026 -0.18954 -2.11862 0.763 -0.127 -1.254
O 1.43379 -0.76192 -2.47098 -1.125 -0.241 0.357
O 2.74794 0.25716 -0.99542 -0.219 0.577 1.731
H 4.51902 0.19662 -2.81567 -0.168 -0.057 -0.074
H 3.48568 -0.78880 -3.93851 0.106 0.149 0.037
C -1.22054 2.96814 -4.13216 0.004 0.032 -0.005
C -2.11401 1.91012 -4.12746 -0.113 -0.066 -0.002
C -1.98455 0.88779 -3.19730 -0.173 -0.227 -0.067
C -0.90363 0.89182 -2.32996 0.058 -0.544 0.731
C -0.02215 1.96350 -2.32082 0.325 0.085 0.245
C -0.17978 3.00554 -3.21797 0.033 -0.028 0.097
Ge -0.43703 -0.69513 -1.14667 0.508 -0.768 -2.341
C -2.39272 -0.68977 -0.20074 -0.464 0.075 0.454
C -2.56950 0.48458 0.49620 0.397 0.676 -0.239
C -3.65019 0.59364 1.35582 0.113 -0.085 0.125
C -4.52677 -0.46887 1.49002 -0.122 0.084 0.116
C -4.34167 -1.63052 0.76246 0.171 -0.078 0.002
C -3.26015 -1.74849 -0.10476 0.027 -0.474 -0.466
C -0.57060 -2.57106 -1.91303 -0.097 0.839 0.743
C -0.38012 -3.62788 -1.03952 -0.031 0.058 0.243
C -0.13066 -4.89691 -1.53175 -0.029 -0.051 -0.002
C -0.06887 -5.09516 -2.90141 -0.019 -0.106 0.027
C -0.28866 -4.04166 -3.77302 -0.091 0.054 -0.099
C -0.56298 -2.77433 -3.28208 -0.064 0.196 -0.164
H -1.33343 3.76682 -4.84884 -0.027 0.069 -0.073
H -2.91782 1.88033 -4.84872 -0.077 -0.001 -0.003
H -2.70566 0.08021 -3.17574 -0.025 -0.024 -0.042
H 0.83071 1.96084 -1.63878 -0.079 0.112 -0.210
H 0.52044 3.82749 -3.21757 0.072 0.054 -0.013
H -1.87130 1.30720 0.38384 -0.157 0.055 0.018
H -3.78881 1.50977 1.91133 -0.020 0.033 0.055
H -5.36302 -0.38656 2.16579 -0.144 0.014 0.034
H -5.02808 -2.45830 0.85985 -0.038 -0.063 0.017
H -3.11489 -2.65287 -0.67653 -0.010 -0.064 -0.063
H -0.40892 -3.46011 0.02988 0.057 -0.060 0.068
H 0.02553 -5.71857 -0.84845 0.023 -0.065 0.023
H 0.13686 -6.08002 -3.28929 0.045 -0.111 -0.065
H -0.24182 -4.20096 -4.84159 -0.054 -0.015 -0.024
H -0.75362 -1.95506 -3.96164 0.136 0.041 -0.070
```
Forces are in eV/Å.

Properties
Charge   +1
LUMO level (spin up / spin down)   -1.920 / -6.450 eV
Spin multiplicity   6

Here are the natural (NBO) charges for atoms 1 to 2, given in e: Rh 1.23; C -0.33

C3H3NS2 | ωB97M-V with the def2-TZVPD basis set

The geometry in XYZ format:
```
9
Properties=species:S:1:pos:R:3:forces:R:3
C -1.25634 -1.00346 -0.99809 4.517 2.230 1.998
C 0.34477 -0.28931 -0.31162 -4.832 -0.310 -0.022
C 0.05856 0.80507 0.72481 -0.151 3.041 -1.097
N -2.31265 -1.39467 -1.18160 -1.022 -0.457 -0.390
S 1.66412 -0.14754 -1.40992 0.580 -0.040 -0.775
S 1.45888 -1.51968 0.14323 0.854 -1.069 0.066
H 0.41208 0.59636 1.70409 0.552 -0.761 0.671
H -0.97824 1.16067 0.90003 0.329 -0.777 -0.728
H 0.60882 1.79255 0.42908 -0.825 -1.856 0.277
```
Forces are in eV/Å.

Properties
Relative energy (zero: lowest compared OMol25 entry of this formula, charge and spin)   190.0 kJ/mol
LUMO level   -0.772 eV
Spin multiplicity   1

Here are the natural (NBO) charges for atoms 1 to 2, given in e: C 0.24; C -0.35

C3H10N2S | ωB97M-V with the def2-TZVPD basis set

The geometry in XYZ format:
```
16
Properties=species:S:1:pos:R:3:forces:R:3
C -1.00304 -0.28964 2.28772 1.577 -0.296 -0.710
S -2.59682 -0.95481 1.83639 -0.566 0.374 0.624
C -3.10707 -1.69408 3.47450 1.981 1.365 -1.117
H -0.89442 0.13900 3.27900 -0.449 0.095 0.100
H -0.22968 -1.05402 2.17216 -0.115 -0.288 0.419
H -0.62869 0.43277 1.55379 -0.677 0.248 0.070
H -4.16754 -1.49291 3.53663 -0.134 -1.040 0.264
H -2.56689 -1.14629 4.24388 -0.349 0.482 0.095
H -2.55974 -2.62583 3.46802 -1.264 -0.938 0.253
N 1.89286 2.05304 -3.48580 0.406 0.483 0.397
C 2.62293 0.92307 -3.62875 -0.778 -1.610 -0.209
N 3.88248 0.78321 -3.63242 0.307 1.355 -0.826
H 0.90218 2.01383 -3.64266 0.107 -0.010 0.073
H 2.35766 2.93606 -3.61896 -0.033 0.024 0.083
H 1.97396 0.03242 -3.69578 -0.100 0.244 -0.358
H 4.12185 -0.05581 -4.14772 0.086 -0.487 0.844
```
Forces are in eV/Å.

Properties
Relative energy (zero: lowest compared OMol25 entry of this formula, charge and spin)   105.6 kJ/mol
LUMO level   0.653 eV
Spin multiplicity   1

Here are the natural (NBO) charges for atoms 1 to 2, given in e: C -0.77; S 0.15

| no. | strongest force on any atom (hartree/bohr) |
| --- | --- |
| 1 | 0.007 |
| 2 | 0.074 |
| 3 | 0.188 |
| 4 | 0.049 |
| 5 | 0.105 |
| 6 | 0.052 |